This record from the OMol25 dataset describes a structure of composition C28H27CoN3SSi in a non-equilibrium geometry. The level of theory is the ωB97M-V functional and the def2-TZVPD basis.

Its LUMO energy (alpha / beta) is -0.335 / -0.346 eV. The calculation puts the energy above the lowest of the compared OMol25 structures with the same formula, charge and spin at 32.08 kcal/mol.

```
! RIJCOSX wB97M-V def2-TZVPD def2/J DEFGRID3
* xyz 0 4
Co -0.23788 1.62618 0.93752
S -4.17785 -0.04485 -0.24088
Si 1.20524 -3.17741 0.68989
N -2.16326 4.27253 -1.36945
N -2.07124 1.20398 0.48321
N -0.62791 3.23956 -0.17269
C -2.32739 -4.44287 -1.46303
C 0.18405 0.16953 -0.07431
C 1.15920 2.66535 1.99579
C -3.76905 1.43522 -1.06708
C -1.70760 -5.98395 0.30854
C -0.13350 3.04518 2.44728
C -1.46686 6.63759 -0.99757
C 0.04820 0.77401 2.69723
C -0.81363 1.87798 2.85614
C -2.81033 0.11762 0.78066
C -0.27569 4.60977 -0.26811
C -0.52723 7.42257 -0.31759
C 3.25354 -2.25011 -1.28011
C -0.67886 -5.12845 0.70549
C -1.26995 -3.59572 -1.06047
C -2.59015 1.95503 -0.59015
C 3.99857 -4.94996 -1.67265
C 0.67700 5.39998 0.36749
C 0.54540 6.78621 0.34694
C 4.46860 -2.57148 -1.91707
C -1.80567 3.10077 -0.84284
C -0.38912 -3.96283 -0.00593
C 1.28260 1.25307 2.13584
C 4.84816 -3.91461 -2.07823
C 2.76839 -4.62870 -1.06660
C 2.46925 -3.29453 -0.71678
C -2.52136 -5.65483 -0.78269
C -1.26529 5.27355 -1.02010
H -3.02747 4.40229 -1.88629
H -0.06529 -5.38867 1.57220
H 5.80592 -4.15871 -2.54071
H -4.40031 1.86222 -1.82579
H -0.47079 4.06312 2.60793
H 1.28627 -0.01124 0.02858
H 1.95549 3.32757 1.68420
H 2.18142 0.68910 1.88896
H -0.15772 -0.28165 2.98604
H 1.58453 -3.34197 2.09083
H 2.95173 -1.19663 -1.16882
H -3.34488 -6.31506 -1.06708
H 5.12236 -1.76930 -2.29209
H -2.31311 7.11587 -1.50585
H -0.17271 -0.64763 0.60078
H -0.25839 -0.14617 -1.01323
H -0.59134 8.51392 -0.27032
H -1.78098 1.86924 3.37832
H 1.72909 -4.41947 1.24228
H 2.11743 -5.44576 -0.72394
H -2.48214 -0.60045 1.52709
H -1.88069 -6.90084 0.86778
H 1.27419 7.39860 0.88890
H -2.98928 -4.17787 -2.30716
H 1.50397 4.94622 0.89226
H -1.13788 -2.65082 -1.60835
H 4.28221 -6.00132 -1.79421
*
```


This record from the OMol25 dataset describes a structure of composition C28H27F5IrN7S in a non-equilibrium geometry. The level of theory is the ωB97M-V functional and the def2-TZVPD basis.

Its LUMO energy (alpha / beta) is -5.907 / -8.000 eV. The calculation puts the energy above the lowest of the compared OMol25 structures with the same formula, charge and spin at 31.56 kcal/mol.

```
! RIJCOSX wB97M-V def2-TZVPD def2/J DEFGRID3
* xyz 2 5
Ir -5.84114 -17.66753 -8.02276
S -10.61251 -18.22787 -9.31856
F -10.90258 -21.01873 -8.34704
F -12.95766 -21.97708 -6.77056
F -15.16459 -17.78045 -6.94532
F -14.98140 -20.44537 -6.04567
F -13.11480 -16.74459 -8.35306
N -6.64289 -19.54291 -8.18189
N -7.59529 -16.57913 -8.10976
N -6.05124 -20.46425 -9.16867
N -4.06021 -16.24781 -6.54936
N -10.16858 -14.20434 -6.53665
N -4.17961 -18.67167 -8.05293
N -4.67568 -16.14227 -7.80916
C -4.27924 -21.16337 -10.65949
C -2.76982 -19.74895 -6.36560
C -1.22863 -18.41314 -3.13598
C -9.54524 -15.28908 -7.34229
C -3.55303 -18.64106 -6.85044
C -2.82833 -17.36382 -4.76884
C -6.93070 -21.50210 -9.44985
C -8.04157 -15.57904 -7.04737
C -13.08595 -18.06302 -8.09019
C -12.00986 -20.27011 -8.18579
C -14.03799 -19.90247 -6.86690
C -2.92977 -21.12761 -11.11592
C -3.78707 -19.57367 -8.96494
C -1.98554 -20.47143 -10.31401
C -1.99470 -19.57232 -5.21214
C -11.96896 -18.89921 -8.55368
C -3.92629 -14.92714 -6.09526
C -8.08825 -21.30316 -8.73465
C -1.97315 -18.39289 -4.44358
C -4.28212 -14.03590 -7.01510
C -2.48024 -21.50670 -12.51552
C -13.00694 -20.72246 -7.30643
C -14.10091 -18.57242 -7.32318
C -3.55159 -17.42232 -6.02124
C -4.68588 -14.84234 -8.16787
C -4.66826 -20.47715 -9.54413
C -2.41369 -19.68272 -9.19888
C -7.94065 -20.11752 -8.03388
H -3.05006 -16.47016 -4.18720
H -1.27515 -20.33653 -4.96830
H -4.50582 -12.94882 -6.91593
H -1.53059 -20.97803 -12.73337
H -1.16376 -17.41600 -2.75349
H -4.98146 -21.69500 -11.27075
H -9.75921 -15.07256 -8.36996
H -4.64623 -14.57735 -9.20756
H -8.37210 -17.23197 -8.23472
H -0.23837 -18.89518 -3.28465
H -7.79290 -16.09535 -6.06769
H -9.66903 -13.28827 -6.62666
H -8.98558 -21.95586 -8.67712
H -8.67132 -19.63339 -7.42522
H -2.23325 -22.64604 -12.49603
H -11.16434 -13.93882 -6.82579
H -2.72938 -20.71666 -6.92486
H -6.60917 -22.27933 -10.13239
H -3.40118 -14.78676 -5.13513
H -7.45091 -14.67851 -7.15277
H -1.84034 -19.00040 -2.38276
H -10.18232 -14.31711 -5.50929
H -3.22729 -21.21302 -13.26478
H -7.51310 -15.98146 -8.98307
H -0.96473 -20.39882 -10.66741
H -1.78942 -19.06461 -8.56774
H -10.13410 -16.19319 -7.17729
*
```


This record from the OMol25 dataset describes a structure of composition C28H27F6N5O6S6Sr in a non-equilibrium geometry. The level of theory is the ωB97M-V functional and the def2-TZVPD basis.

Its LUMO energy is 4.049 eV. The calculation puts the energy above the lowest of the compared OMol25 structures with the same formula, charge and spin at 0.00 kcal/mol.

```
! RIJCOSX wB97M-V def2-TZVPD def2/J DEFGRID3
* xyz -2 1
Sr 1.04743 0.39643 -0.93839
S -3.85278 2.82713 -2.33710
S 3.46224 -1.08022 -1.25700
S 2.23604 0.16492 -3.58053
S -1.17928 4.09225 -1.84616
S -1.01710 0.58841 1.43904
S 1.49343 3.27247 -0.06786
F 5.56380 -2.62453 -1.26054
F 4.58494 -0.90048 -4.18853
F 3.79672 -3.59696 -0.48040
F 4.01037 -3.30830 -2.61128
F 4.49229 1.24196 -4.46792
F 3.51551 -0.07151 -5.87603
O -0.75754 -1.05231 -1.55221
O -4.55292 -0.48526 -3.09109
O 4.47053 -0.09284 -1.47703
O 2.23518 1.41180 -2.87870
O 1.18528 -0.10392 -4.50133
O 2.81772 -1.09943 0.04927
N 2.48323 1.32596 2.25798
N -2.44778 0.41589 -2.14281
N 2.32997 -1.12497 -2.50539
N -1.56218 1.46115 -1.94675
N 0.92891 -1.64991 2.57652
C 1.18330 -0.50349 3.44665
C 4.24326 -2.77270 -1.41957
C -1.35990 -1.07184 1.85234
C -2.86452 -1.92052 -2.18730
C 3.80520 0.10978 -4.58260
C -0.85649 -3.31638 2.64523
C 0.39236 4.38248 2.13680
C -3.06789 -2.83711 1.89526
C -2.40523 5.04265 -2.82848
C -3.77837 4.64278 -2.32025
C -3.33348 -4.29102 -2.05214
C 0.52004 3.64689 4.40916
C 1.66175 2.42295 2.64338
C 3.83368 1.76274 1.93363
C -0.43152 -2.01160 2.37546
C 1.32840 2.60380 3.98426
C -4.12562 -1.71240 -2.75324
C -2.11645 2.60025 -2.02918
C -1.92023 -0.78538 -1.92867
C -2.66535 -1.53864 1.64710
C -2.49149 -3.21235 -1.83613
C 0.05056 4.54395 3.46548
C 1.82921 -2.74664 2.83718
C -4.57793 -4.07606 -2.63081
C -4.97368 -2.79726 -2.97950
C -2.15459 -3.74698 2.40177
C 1.19182 3.33356 1.66513
C 2.52865 0.18251 3.15740
H -2.21731 6.10675 -2.68064
H -1.52320 -3.33677 -1.36920
H 0.25612 3.74294 5.45634
H 1.17278 -0.82358 4.50635
H -0.59925 5.36462 3.75205
H -3.92433 5.01410 -1.30510
H 2.85974 -2.39967 2.80617
H 3.78282 2.64426 1.29788
H -2.43046 -4.77648 2.60145
H 0.00060 5.07234 1.39803
H -5.25209 -4.90907 -2.80163
H 3.03474 0.44201 4.10840
H -4.57509 5.02455 -2.95964
H -0.15214 -4.02869 3.05307
H -3.83674 0.13542 -2.79535
H 0.36768 0.20405 3.30593
H -4.08723 -3.13191 1.66929
H -5.94410 -2.60314 -3.42020
H 4.36939 0.98321 1.39119
H 3.19288 -0.52645 2.67127
H 1.67389 -3.21362 3.82759
H 1.71969 -3.51704 2.07375
H 1.69419 1.89317 4.71576
H 4.40708 1.99992 2.84932
H -3.02549 -5.28589 -1.75347
H -3.37099 -0.82994 1.22931
H -2.32269 4.81323 -3.89203
*
```


This record from the OMol25 dataset describes a structure of composition C28H27N3O3PdS. The level of theory is the ωB97M-V functional and the def2-TZVPD basis.

Its LUMO energy (alpha / beta) is -9.006 / -9.007 eV. The calculation puts the energy above the lowest of the compared OMol25 structures with the same formula, charge and spin at 65.89 kcal/mol.

```
! RIJCOSX wB97M-V def2-TZVPD def2/J DEFGRID3
* xyz 2 1
Pd 0.64282 -1.97700 -0.01479
S 1.46743 1.10360 -0.08826
O -0.56163 1.16493 1.81927
O -0.24425 0.05586 -3.12464
O 2.77322 0.78342 0.39482
N 0.74782 -3.18331 1.55280
N -0.69752 -1.05094 1.18430
N 0.77593 0.05328 -1.04919
C 0.48646 4.77961 -1.45671
C -1.51476 3.09927 -0.06876
C -0.09576 -3.77361 -2.44990
C 0.24486 -3.55116 3.75323
C -1.98686 0.60298 -0.02130
C -3.85421 -1.08976 -0.10924
C 1.25959 2.50847 -1.13292
C 1.41319 2.34160 2.37341
C 0.38909 -2.84099 -3.35498
C -0.68201 -1.53851 2.42895
C 0.61405 2.10759 -2.24914
C -2.68807 -0.44300 -0.85518
C -0.18620 3.21451 0.56112
C -1.16106 0.24141 0.96771
C 2.41209 -2.62162 -2.08460
C 0.42193 1.96907 1.27651
C 1.08940 -4.54400 3.31201
C -0.01024 3.06740 -3.05978
C 1.03301 3.79483 -0.53468
C 0.71855 2.94467 3.59410
C 0.35611 0.61765 -2.25748
C 1.37557 -4.28198 1.95560
C 0.02968 -2.69584 2.65319
C 0.68380 -4.16797 -1.36715
C 1.94406 -3.57625 -1.16271
C -2.25658 2.00153 -0.31170
C 0.00761 4.42075 -2.69183
C 1.64164 -2.26892 -3.17877
H -1.96671 -1.20554 -1.16593
H -0.18535 4.03634 1.27775
H 1.80109 4.19728 0.12222
H 3.41078 -2.22157 -1.96263
H -0.53065 2.73563 -3.95232
H 1.46387 -5.38502 3.87026
H -0.21526 -2.56474 -4.20782
H 2.01996 -1.55798 -3.89998
H -4.38365 -1.78792 -0.75561
H -4.57056 -0.34140 0.23148
H -3.50021 -1.63856 0.76391
H -1.24826 -1.04006 3.20854
H 0.34685 -4.96474 -0.71724
H -3.04050 0.02275 -1.77748
H -1.95558 4.04978 -0.34622
H -1.06244 -4.23169 -2.61042
H 0.05643 2.22307 4.06628
H 2.16417 3.02949 1.97888
H 0.42056 5.81027 -1.12869
H 2.63934 -3.97072 -0.43516
H 1.99490 -4.88314 1.30934
H -0.42460 5.16359 -3.34746
H 0.13604 3.83663 3.35982
H 1.47367 3.23739 4.32094
H -0.17405 -3.43233 4.73898
H -3.20897 2.17960 -0.80239
H 1.95034 1.43604 2.65762
*
```